Here is a structure of composition CH2F2N in a non-equilibrium geometry from the OMol25 dataset. Energies are from the ωB97M-V functional and the def2-TZVPD basis.

Summary:
Total charge: +1
Molecular weight in g mol⁻¹: 66.03
Frontier orbital gap (spin up / spin down) in eV: 10.82 / 8.34
E_tot in eV: -7977.188
Relative energy (zero: lowest compared OMol25 entry of this formula, charge and spin) in kcal per mole: 82.6
E_HOMO (spin up / spin down) in eV: -18.75 / -17.63
Maximum force in Eh/bohr: 0.083

Each line ends with the natural charge from an NBO analysis.
Atoms and positions in Å:
C 0.195 -0.114 0.090  0.107
N 2.006 0.031 -0.218  0.522
F 2.567 -1.147 0.002  -0.070
F 2.793 1.072 0.141  -0.060
H -0.031 0.917 0.279  0.236
H -0.193 -1.116 0.245  0.266